[1]
Here is a 2-piece molecular cluster, C4H8IN2 overall at a distorted geometry from the Open Molecules 2025 dataset. Energies are from ωB97M-V/def2-TZVPD.

Properties
total energy = -15349.00826 eV
lowest unoccupied orbital energy = -0.1694 Eh
relative energy (zero: lowest compared OMol25 entry of this formula, charge and spin) = 71.45 kcal/mol
molar mass = 211.0 g mol⁻¹

```
! RIJCOSX wB97M-V def2-TZVPD def2/J DEFGRID3
* xyz 1 1
C -2.246 -1.588 0.936
C -1.515 -1.822 -1.059
C -1.083 -0.883 0.925
C -0.402 0.441 -0.996
N -2.429 -2.179 -0.302
N -0.521 -0.949 -0.341
I 3.900 0.326 0.021
H -3.041 -1.724 1.757
H 3.849 1.828 -0.045
H -1.464 -2.194 -2.004
H -0.595 -0.378 1.699
H -1.402 0.900 -0.582
H 0.569 1.018 -0.703
H -0.397 0.375 -2.034
H 0.337 -1.374 -0.485
*
```



[2]
Here is an isolated ion of composition C4H8IN3O2 and charge +2 at a distorted geometry from the Open Molecules 2025 dataset. Energies are from ωB97M-V/def2-TZVPD.

Properties
total energy = -20918.46495 eV
lowest unoccupied orbital energy (spin up / spin down) = -0.3838 / -0.3838 Eh
relative energy (zero: lowest compared OMol25 entry of this formula, charge and spin) = 34.28 kcal/mol
molar mass = 257.0 g mol⁻¹

```
! RIJCOSX wB97M-V def2-TZVPD def2/J DEFGRID3
* xyz 2 1
C -1.558 -0.810 -1.825
C -1.044 -0.225 -0.748
C 1.190 -0.143 0.741
C 0.416 -0.594 -0.422
N 0.642 0.327 1.973
N 2.628 0.623 0.247
N -1.771 0.909 -0.102
O -0.518 -0.062 2.103
O 1.250 1.035 2.681
I 0.928 -2.504 0.672
H -2.595 -0.769 -2.244
H -0.817 -1.389 -2.384
H 1.008 -0.901 -1.336
H 3.071 0.169 -0.572
H 3.250 0.979 1.055
H -1.377 1.822 -0.126
H -1.971 0.648 0.862
H -2.734 0.884 -0.577
*
```



[3]
Here is a 2-piece molecular cluster, C4H8INO2S overall at a distorted geometry from the Open Molecules 2025 dataset. Energies are from ωB97M-V/def2-TZVPD.

Properties
total energy = -28795.51062 eV
SMILES = CNC=C(O)O.S=CI
lowest unoccupied orbital energy (spin up / spin down) = -0.0012 / -0.0012 Eh
relative energy (zero: lowest compared OMol25 entry of this formula, charge and spin) = 7.43 kcal/mol
molar mass = 261.1 g mol⁻¹

```
! RIJCOSX wB97M-V def2-TZVPD def2/J DEFGRID3
* xyz 0 1
C 2.214 -0.637 -0.608
N 1.115 -0.594 0.316
C -0.195 -0.569 -0.106
C -1.288 -0.630 0.723
O -1.157 -0.502 2.053
O -2.483 -0.566 0.218
H 2.877 -1.562 -0.470
H 1.802 -0.691 -1.746
H 2.735 0.386 -0.741
H 1.249 -0.947 1.239
H -0.513 -0.790 -1.119
H -0.259 -0.334 2.285
H -3.137 -0.380 0.916
S -2.374 1.888 -1.031
C -0.746 1.688 -0.834
I 0.434 2.591 0.686
H -0.272 1.649 -1.780
*
```



[4]
Here is C4H8MgO2 as an isolated structure at a distorted geometry from the Open Molecules 2025 dataset. Energies are from ωB97M-V/def2-TZVPD.

Properties
total energy = -13798.73624 eV
lowest unoccupied orbital energy = -0.4460 Eh
relative energy (zero: lowest compared OMol25 entry of this formula, charge and spin) = 0.00 kcal/mol
molar mass = 112.4 g mol⁻¹

```
! RIJCOSX wB97M-V def2-TZVPD def2/J DEFGRID3
* xyz 2 1
C 1.982 -0.826 -0.066
C 0.842 -0.045 0.455
C -0.381 -0.551 0.754
C -1.411 0.343 1.156
O -2.561 -0.040 1.456
Mg -4.251 0.557 2.071
H 2.373 -0.339 -0.972
H 1.730 -1.876 -0.247
H 0.988 1.037 0.541
H 2.789 -0.756 0.690
H -0.609 -1.616 0.671
H -1.179 1.421 1.201
H -0.548 0.381 -2.172
O 0.053 1.124 -2.293
H 0.182 1.185 -3.245
*
```



[5]
Here is an isolated ion of composition C4H8N and charge +1 at a distorted geometry from the Open Molecules 2025 dataset. Energies are from ωB97M-V/def2-TZVPD.

Properties
total energy = -5755.81028 eV
lowest unoccupied orbital energy (spin up / spin down) = -0.2005 / -0.1897 Eh
relative energy (zero: lowest compared OMol25 entry of this formula, charge and spin) = 93.48 kcal/mol
molar mass = 70.1 g mol⁻¹

```
! RIJCOSX wB97M-V def2-TZVPD def2/J DEFGRID3
* xyz 1 1
C -0.206 0.327 0.115
C -1.204 -0.711 -0.112
C -2.344 0.362 -0.040
C 2.078 -0.177 -0.041
N 1.034 0.752 0.172
H -1.197 -1.226 0.898
H -1.426 -1.402 -0.915
H -2.397 0.820 0.884
H -2.610 0.891 -0.839
H 1.899 -1.190 0.502
H 2.084 -0.429 -1.084
H 3.107 0.278 0.070
H 1.181 1.707 0.391
*
```



[6]
Here is a 2-piece molecular cluster, C4H8N2 overall at a distorted geometry from the Open Molecules 2025 dataset. Energies are from ωB97M-V/def2-TZVPD.

Properties
total energy = -7255.06475 eV
lowest unoccupied orbital energy = 0.0119 Eh
relative energy (zero: lowest compared OMol25 entry of this formula, charge and spin) = 64.81 kcal/mol
molar mass = 84.1 g mol⁻¹

```
! RIJCOSX wB97M-V def2-TZVPD def2/J DEFGRID3
* xyz 0 1
C -1.455 1.312 -0.068
C -0.486 -1.244 -0.327
C 1.101 0.535 -0.706
C 0.141 -0.066 0.208
N -2.203 2.067 -0.479
N 0.369 -0.015 1.562
H -1.437 -1.445 0.081
H -0.519 -1.239 -1.349
H 0.061 -2.213 0.002
H 0.693 0.727 -1.599
H 1.944 -0.118 -1.242
H 1.567 1.394 -0.260
H 0.636 0.802 1.998
H -0.413 -0.498 2.180
*
```



[7]
Here is C4H8N2 as an isolated structure at a distorted geometry from the Open Molecules 2025 dataset. Energies are from ωB97M-V/def2-TZVPD.

Properties
total energy = -7252.51197 eV
lowest unoccupied orbital energy = 0.0403 Eh
relative energy (zero: lowest compared OMol25 entry of this formula, charge and spin) = 123.68 kcal/mol
molar mass = 84.1 g mol⁻¹

```
! RIJCOSX wB97M-V def2-TZVPD def2/J DEFGRID3
* xyz 0 1
C -0.629 1.546 0.044
C -0.536 0.445 -0.989
C 0.402 -0.181 0.124
C 1.695 -0.467 0.595
N -1.402 -0.648 -0.887
N -0.823 -1.031 0.396
H -0.049 2.458 0.104
H -1.506 1.446 0.675
H -0.322 0.606 -1.989
H 1.765 0.053 1.591
H 2.465 -0.145 0.030
H 1.807 -1.548 0.784
H -2.426 -0.490 -0.785
H -0.439 -2.045 0.309
*
```



[8]
Here is the molecule C4H8N2 at a distorted geometry from the Open Molecules 2025 dataset. Energies are from ωB97M-V/def2-TZVPD.

Properties
total energy = -7256.62503 eV
SMILES = CN(C)CC#N
lowest unoccupied orbital energy = 0.0317 Eh
relative energy (zero: lowest compared OMol25 entry of this formula, charge and spin) = 28.83 kcal/mol
molar mass = 84.1 g mol⁻¹

```
! RIJCOSX wB97M-V def2-TZVPD def2/J DEFGRID3
* xyz 0 1
C -0.741 1.490 -0.158
N 0.057 0.387 0.357
C -0.740 -0.718 0.841
C 0.862 -0.214 -0.676
C 1.935 -1.056 -0.112
N 2.712 -1.808 0.296
H -1.371 1.211 -1.022
H -0.080 2.312 -0.454
H -1.388 1.864 0.641
H -0.109 -1.393 1.429
H -1.027 -1.319 -0.083
H -1.568 -0.349 1.456
H 1.301 0.557 -1.325
H 0.157 -0.964 -1.190
*
```



[9]
Here is the molecule C4H8N2 at a distorted geometry from the Open Molecules 2025 dataset. Energies are from ωB97M-V/def2-TZVPD.

Properties
total energy = -7255.19983 eV
SMILES = C=NN1CCC1
lowest unoccupied orbital energy = 0.0385 Eh
relative energy (zero: lowest compared OMol25 entry of this formula, charge and spin) = 61.70 kcal/mol
molar mass = 84.1 g mol⁻¹

```
! RIJCOSX wB97M-V def2-TZVPD def2/J DEFGRID3
* xyz 0 1
C 1.428 1.375 1.495
N 0.238 0.843 1.483
N -0.131 0.135 0.467
C -1.299 -0.747 0.222
C -0.774 -0.927 -1.204
C 0.443 -0.051 -0.836
H 2.144 1.403 0.706
H 1.547 2.016 2.409
H -2.264 -0.224 0.179
H -1.253 -1.650 0.803
H -1.479 -0.507 -1.946
H -0.586 -1.985 -1.579
H 0.545 0.878 -1.418
H 1.441 -0.559 -0.780
*
```



[10]
Here is the molecule C4H8N2 at a distorted geometry from the Open Molecules 2025 dataset. Energies are from ωB97M-V/def2-TZVPD.

Properties
total energy = -7256.64556 eV
SMILES = [H]/N=C\NC(=C)C
lowest unoccupied orbital energy = 0.0351 Eh
relative energy (zero: lowest compared OMol25 entry of this formula, charge and spin) = 28.36 kcal/mol
molar mass = 84.1 g mol⁻¹

```
! RIJCOSX wB97M-V def2-TZVPD def2/J DEFGRID3
* xyz 0 1
H -0.115 2.574 -2.152
N -0.691 1.721 -2.321
C -0.553 0.819 -1.409
N 0.029 0.901 -0.151
C 0.227 -0.182 0.683
C 0.398 -0.072 1.991
C 0.121 -1.629 0.032
H -1.244 -0.051 -1.515
H 0.742 1.700 -0.099
H 0.218 0.856 2.540
H 0.616 -0.890 2.603
H -0.938 -1.872 -0.055
H 0.549 -2.245 0.774
H 0.639 -1.629 -0.922
*
```



[11]
Here is the molecule C4H8N2 at a distorted geometry from the Open Molecules 2025 dataset. Energies are from ωB97M-V/def2-TZVPD.

Properties
total energy = -7253.71910 eV
lowest unoccupied orbital energy = 0.0210 Eh
relative energy (zero: lowest compared OMol25 entry of this formula, charge and spin) = 95.85 kcal/mol
molar mass = 84.1 g mol⁻¹

```
! RIJCOSX wB97M-V def2-TZVPD def2/J DEFGRID3
* xyz 0 1
C 0.347 0.415 0.131
N 0.036 0.621 1.494
N -1.625 -1.382 0.095
C 0.724 -0.887 -0.458
C -0.657 -0.765 -0.732
C 1.030 1.285 -0.701
H 0.129 1.588 1.774
H 0.524 -0.008 2.117
H -1.262 -1.597 1.015
H -2.449 -0.807 0.237
H 1.537 -1.089 -1.141
H -1.010 -0.603 -1.751
H 0.867 1.296 -1.767
H 1.809 1.933 -0.312
*
```



[12]
Here is the molecule C4H8N2 at a distorted geometry from the Open Molecules 2025 dataset. Energies are from ωB97M-V/def2-TZVPD.

Properties
total energy = -7254.81222 eV
lowest unoccupied orbital energy (spin up / spin down) = 0.0253 / 0.0253 Eh
relative energy (zero: lowest compared OMol25 entry of this formula, charge and spin) = 70.64 kcal/mol
molar mass = 84.1 g mol⁻¹

```
! RIJCOSX wB97M-V def2-TZVPD def2/J DEFGRID3
* xyz 0 1
C -0.522 -1.385 -0.619
C -0.178 -0.249 0.295
C -1.270 0.697 0.690
N 1.682 0.975 -0.591
C 1.164 0.152 0.420
N 1.420 -0.433 1.490
H 0.364 -1.814 -1.099
H -1.203 -1.045 -1.417
H -1.041 -2.160 -0.058
H -1.897 0.946 -0.183
H -0.876 1.634 1.095
H -1.915 0.223 1.428
H 1.879 1.915 -0.297
H 2.393 0.543 -1.154
*
```



[13]
Here is the molecule C4H8N2 from the Open Molecules 2025 dataset. Energies are from ωB97M-V/def2-TZVPD.

Properties
total energy = -7254.75571 eV
SMILES = C=C=NN(C)C
lowest unoccupied orbital energy = 0.0380 Eh
relative energy (zero: lowest compared OMol25 entry of this formula, charge and spin) = 71.94 kcal/mol
molar mass = 84.1 g mol⁻¹

```
! RIJCOSX wB97M-V def2-TZVPD def2/J DEFGRID3
* xyz 0 1
C 1.959 -1.628 -0.784
C 0.764 -1.164 -1.010
N -0.343 -0.615 -1.069
N -0.276 0.276 0.089
C -1.157 -0.170 1.136
C -0.437 1.650 -0.287
H 2.109 -2.392 -0.030
H 2.804 -1.115 -1.225
H -0.824 0.344 2.043
H -1.030 -1.247 1.286
H -2.224 0.043 0.946
H -1.472 1.939 -0.544
H 0.216 1.870 -1.137
H -0.088 2.208 0.587
*
```



[14]
Here is the molecule C4H8N2 from the Open Molecules 2025 dataset. Energies are from ωB97M-V/def2-TZVPD.

Properties
total energy = -7256.12664 eV
SMILES = CCNC1=NC1
lowest unoccupied orbital energy = 0.0355 Eh
relative energy (zero: lowest compared OMol25 entry of this formula, charge and spin) = 40.33 kcal/mol
molar mass = 84.1 g mol⁻¹

```
! RIJCOSX wB97M-V def2-TZVPD def2/J DEFGRID3
* xyz 0 1
C 2.013 0.269 0.278
C 0.715 0.158 1.072
N -0.232 -0.710 0.376
C -1.323 -0.172 -0.200
N -2.112 0.807 -0.078
C -2.272 -0.122 -1.276
H 1.821 0.695 -0.713
H 2.464 -0.722 0.141
H 2.749 0.899 0.787
H 0.901 -0.219 2.083
H 0.229 1.133 1.169
H 0.159 -1.512 -0.093
H -3.130 -0.793 -1.301
H -1.982 0.289 -2.246
*
```



[15]
Here is the molecule C4H8N2 from the Open Molecules 2025 dataset. Energies are from ωB97M-V/def2-TZVPD.

Properties
total energy = -7255.60997 eV
SMILES = C1N[C@H]1[C@H]1CN1
lowest unoccupied orbital energy = 0.0397 Eh
relative energy (zero: lowest compared OMol25 entry of this formula, charge and spin) = 52.24 kcal/mol
molar mass = 84.1 g mol⁻¹

```
! RIJCOSX wB97M-V def2-TZVPD def2/J DEFGRID3
* xyz 0 1
C 1.934 0.141 -0.578
N 1.677 -0.802 0.503
C 0.601 -0.490 -0.430
C -0.551 0.358 0.029
C -1.953 -0.084 -0.139
N -1.317 -0.149 1.171
H 2.630 -0.203 -1.340
H 2.008 1.203 -0.348
H 1.512 -0.325 1.386
H 0.339 -1.320 -1.083
H -0.378 1.434 -0.007
H -2.152 -1.051 -0.596
H -2.717 0.669 -0.322
H -1.634 0.620 1.755
*
```



[16]
Here is a 2-piece molecular cluster, C4H8N2 overall at a distorted geometry from the Open Molecules 2025 dataset. Energies are from ωB97M-V/def2-TZVPD.

Properties
total energy = -7254.75438 eV
lowest unoccupied orbital energy = 0.0302 Eh
relative energy (zero: lowest compared OMol25 entry of this formula, charge and spin) = 71.97 kcal/mol
molar mass = 84.1 g mol⁻¹

```
! RIJCOSX wB97M-V def2-TZVPD def2/J DEFGRID3
* xyz 0 1
C -0.857 1.030 -0.415
C -0.334 -0.315 0.325
C 1.354 -0.472 -0.885
N -1.100 -1.441 0.023
C 0.204 -0.146 1.561
N 2.195 0.285 -1.218
H -0.860 -2.242 0.589
H -1.179 -1.676 -0.955
H 2.499 1.234 -1.330
H -0.348 1.908 -0.038
H -1.911 1.087 -0.163
H -0.776 0.954 -1.498
H 0.496 -1.008 2.139
H 0.617 0.803 1.864
*
```